Entry 1:
Here is C28H43N4O4Sb2Se4Si3Tc as an isolated structure in a non-equilibrium geometry from the OMol25 dataset. Energies are from ωB97M-V/def2-TZVPD.

Each line ends with the Löwdin charge.
Geometry (Å):
1 Tc 0.801 -1.067 -0.940  1.178
2 C 0.450 -4.470 -3.449  -0.288
3 Sb -1.298 -3.478 -2.664  1.549
4 C -0.200 -2.572 -0.836  -0.409
5 C -0.768 -3.426 0.226  -0.474
6 C -1.148 -2.874 1.449  -0.027
7 C -1.636 -3.717 2.439  -0.035
8 C -1.711 -5.074 2.182  -0.028
9 C -1.335 -5.534 0.923  -0.102
10 N -0.893 -4.733 -0.038  0.040
11 Si 2.847 -1.517 -2.308  0.518
12 C 4.182 -0.968 -1.087  -0.211
13 C 3.458 -3.142 -3.025  -0.208
14 C 2.886 -0.246 -3.705  -0.213
15 C -1.714 -1.614 -3.783  -0.566
16 C -1.034 -0.305 -3.535  -0.375
17 C -1.428 0.748 -4.391  -0.044
18 C -0.946 2.026 -4.270  -0.006
19 C -0.013 2.269 -3.270  -0.040
20 C 0.347 1.218 -2.469  -0.220
21 N -0.146 -0.043 -2.553  -0.042
22 Si -1.460 -2.182 -5.618  0.461
23 C -2.156 -3.919 -5.826  -0.181
24 C -2.293 -1.162 -6.955  -0.162
25 C 0.402 -2.072 -5.873  -0.164
26 Si -3.568 -1.327 -3.222  0.447
27 C -4.501 -2.946 -3.012  -0.214
28 C -3.386 -0.481 -1.551  -0.200
29 C -4.620 -0.251 -4.336  -0.161
30 H 1.244 -4.348 -2.723  -0.034
31 H 0.753 -4.098 -4.421  -0.014
32 H 0.186 -5.523 -3.532  0.022
33 H -1.088 -1.802 1.590  0.106
34 H -1.973 -3.314 3.386  0.119
35 H -2.085 -5.765 2.925  0.117
36 H -1.421 -6.584 0.669  0.122
37 H 4.442 -1.753 -0.372  0.027
38 H 3.900 -0.079 -0.517  0.020
39 H 5.091 -0.716 -1.643  0.048
40 H 3.302 -4.014 -2.387  0.011
41 H 4.539 -3.034 -3.160  0.051
42 H 3.034 -3.359 -4.007  0.026
43 H 3.046 0.764 -3.316  0.033
44 H 1.988 -0.222 -4.322  -0.001
45 H 3.728 -0.473 -4.366  0.050
46 H -2.144 0.519 -5.164  0.074
47 H -1.281 2.814 -4.933  0.129
48 H 0.429 3.243 -3.112  0.123
49 H 1.082 1.416 -1.700  0.078
50 H -3.242 -3.885 -5.945  0.044
51 H -1.933 -4.614 -5.010  -0.008
52 H -1.747 -4.355 -6.741  0.055
53 H -3.335 -0.923 -6.736  0.021
54 H -2.290 -1.758 -7.874  0.053
55 H -1.764 -0.234 -7.179  0.040
56 H 0.938 -2.005 -4.925  -0.006
57 H 0.656 -1.188 -6.466  0.049
58 H 0.788 -2.934 -6.424  0.050
59 H -4.342 -3.384 -2.026  0.019
60 H -4.234 -3.695 -3.762  0.015
61 H -5.572 -2.747 -3.118  0.047
62 H -2.602 -0.945 -0.941  0.001
63 H -4.319 -0.506 -0.980  0.051
64 H -3.122 0.573 -1.695  -0.013
65 H -4.880 -0.751 -5.271  0.034
66 H -4.190 0.723 -4.575  0.032
67 H -5.559 -0.061 -3.806  0.050
68 C 2.440 -4.318 0.518  0.033
69 C 2.338 -3.023 1.241  -0.309
70 N 1.850 -1.881 0.792  0.023
71 C 2.068 -0.946 1.774  -0.133
72 C 2.676 -1.525 2.843  -0.044
73 N 2.835 -2.832 2.483  0.216
74 C 3.127 -1.060 4.186  -0.466
75 O 2.936 0.214 4.463  0.168
76 O 3.629 -1.852 4.934  0.152
77 C 1.669 0.420 1.457  -0.553
78 O 1.671 1.319 2.284  0.026
79 O 1.310 0.567 0.204  -0.294
80 H 1.648 -4.416 -0.220  0.054
81 H 2.396 -5.152 1.218  0.101
82 H 3.402 -4.362 0.001  0.094
83 H 3.285 -3.518 3.075  0.189
84 H 2.487 0.719 3.750  0.083
85 Se -1.061 5.289 0.795  0.056
86 Sb -3.297 5.194 2.198  0.666
87 Se -0.093 3.230 0.808  0.160
88 Se -1.631 1.772 0.334  0.267
89 Se -3.724 2.897 2.135  0.051

The largest force on an atom comes out at 2.33 eV/A. Its net charge is +2. Its orbital gap is 5.033 eV. The value obtained for the energy above the lowest of the compared OMol25 structures with the same formula, charge and spin is 42.8 kcal/mol.

=====

Entry 2:
Here is C28H44BrN3OsP2 as an isolated structure in a non-equilibrium geometry from the OMol25 dataset. Energies are from ωB97M-V/def2-TZVPD.

Each line ends with the Löwdin charge.
Geometry (Å):
1 N -5.535 2.673 -2.433  0.160
2 C -5.280 2.979 -1.166  0.033
3 C -4.184 2.411 -0.460  0.124
4 C -3.257 1.573 -1.144  -0.150
5 C -3.595 1.237 -2.470  0.085
6 C -4.747 1.806 -3.062  0.036
7 C -1.887 1.249 -0.535  -0.330
8 Os -0.339 0.176 0.078  1.241
9 P 1.935 -0.127 0.635  0.893
10 C -0.721 1.256 -1.437  -0.364
11 C 0.399 2.227 -1.241  -0.244
12 C 1.562 2.040 -2.035  -0.003
13 C 2.579 2.987 -1.953  -0.052
14 C 2.445 4.145 -1.148  -0.674
15 C 1.338 4.248 -0.277  -0.035
16 C 0.326 3.280 -0.316  -0.008
17 Br 3.705 5.420 -1.237  1.174
18 H -1.828 1.709 0.477  0.081
19 H -0.853 0.894 -2.465  0.141
20 H -4.079 2.667 0.591  0.146
21 H -2.962 0.590 -3.059  0.125
22 H -5.956 3.691 -0.693  0.161
23 H -5.010 1.544 -4.083  0.159
24 H 1.619 1.236 -2.777  0.140
25 H -0.498 3.337 0.386  0.116
26 H 3.497 2.822 -2.505  0.135
27 H 1.292 5.065 0.433  0.135
28 P -0.757 -1.958 -0.545  0.863
29 C 3.076 1.219 1.237  -0.346
30 C 4.453 1.353 0.584  -0.109
31 H 3.219 0.987 2.295  0.058
32 H 2.536 2.182 1.231  0.052
33 H 4.870 2.379 0.564  0.098
34 H 5.149 0.722 1.158  0.107
35 H 4.437 1.040 -0.466  0.034
36 C 2.743 -0.961 -0.824  -0.377
37 C 4.235 -1.260 -1.085  -0.093
38 H 2.341 -0.392 -1.694  0.048
39 H 2.239 -1.937 -0.830  0.045
40 H 4.402 -1.558 -2.148  0.110
41 H 4.934 -0.434 -0.910  0.047
42 H 4.551 -2.087 -0.426  0.096
43 C 1.925 -1.292 2.136  -0.359
44 C 3.098 -1.408 3.120  -0.088
45 H 1.737 -2.270 1.692  0.048
46 H 1.004 -1.020 2.686  0.052
47 H 2.790 -2.018 3.996  0.110
48 H 3.904 -1.945 2.600  0.092
49 H 3.487 -0.449 3.508  0.077
50 C -0.457 -3.160 0.862  -0.355
51 C -1.482 -4.262 1.045  -0.092
52 H -0.392 -2.552 1.780  0.056
53 H 0.546 -3.582 0.694  0.090
54 H -2.428 -3.872 1.425  0.073
55 H -1.677 -4.807 0.114  0.095
56 H -1.094 -4.979 1.775  0.108
57 C 0.139 -2.711 -2.005  -0.338
58 C -0.716 -3.159 -3.184  -0.109
59 H 0.730 -3.555 -1.612  0.106
60 H 0.851 -1.943 -2.341  0.058
61 H -1.409 -3.960 -2.904  0.089
62 H -1.288 -2.339 -3.629  0.076
63 H -0.057 -3.547 -3.962  0.104
64 C -2.514 -2.023 -1.008  -0.368
65 C -3.540 -1.581 0.039  -0.111
66 H -2.716 -3.050 -1.331  0.099
67 H -2.614 -1.382 -1.907  0.074
68 H -4.551 -1.853 -0.307  0.111
69 H -3.387 -2.022 1.032  0.063
70 H -3.530 -0.491 0.157  0.035
71 N -0.683 1.630 4.139  0.140
72 C -1.640 0.620 4.138  0.008
73 C -1.585 0.037 2.915  -0.100
74 N -0.612 0.690 2.170  -0.161
75 C -0.061 1.635 2.938  -0.124
76 H -0.489 2.273 4.898  0.192
77 H -2.295 0.383 4.946  0.144
78 H -2.136 -0.787 2.469  0.105
79 H 0.744 2.319 2.674  0.140

The largest force on an atom comes out at 6.61 eV/A. Its net charge is +4. Its spin multiplicity is 5. Its orbital gap (spin up / spin down) is 7.538 / 4.510 eV. As for the expectation value of S²: 6.0750. The value obtained for the energy above the lowest of the compared OMol25 structures with the same formula, charge and spin is 49.8 kcal/mol.